1.
ORCA calculation (ωB97M-V/def2-TZVPD) on a molecular structure, C6H18B2BeF8O6 at a distorted geometry.

ORCA input file:
```
! wB97M-V def2-TZVPD RIJCOSX def2/J DEFGRID3
* xyz 0 1
Be -0.22823 -0.31358 -0.01429
B 2.91493 -1.48045 -0.67527
F 3.02032 -2.06105 -1.92999
F 1.92246 -0.42473 -0.80461
F 2.52318 -2.50249 0.20584
F 4.08202 -0.87489 -0.30870
B -2.55405 1.50156 0.38577
F -2.64547 2.86823 0.33333
F -2.10573 0.89023 -0.83973
F -1.60266 1.08074 1.32306
F -3.73029 0.83242 0.72261
C 0.15337 3.37005 -0.00111
C 1.32990 4.34701 -0.10154
O 1.95913 4.89392 1.06529
O 0.65760 1.97025 0.00595
H -0.59741 3.45330 -0.78139
H -0.41171 3.55844 0.91158
H 0.89653 5.24903 -0.54808
H 2.03443 4.00538 -0.85812
H 1.33413 5.49438 1.47984
H 1.54010 1.95249 0.39278
C -1.15627 -1.92393 2.83834
C 0.30412 -2.32585 2.61240
O 0.82124 -1.28790 1.72384
O -1.74745 -1.70306 1.57682
H -1.33327 -0.99834 3.39353
H -1.70435 -2.59842 3.50074
H 0.31464 -3.35942 2.26910
H 0.93299 -2.15574 3.48610
H 1.69220 -1.56928 1.40790
H -2.59417 -2.15501 1.54149
C -0.26646 -2.53859 -2.25754
C -0.78778 -1.31237 -2.99047
O -0.19509 -0.23390 -2.25602
O -0.82035 -2.54417 -0.96076
H 0.81516 -2.59276 -2.12952
H -0.44626 -3.36538 -2.95313
H -1.88327 -1.32237 -2.97739
H -0.54373 -1.25276 -4.05316
H -0.31807 0.56864 -2.77504
H -1.57638 -3.13959 -0.96046
*
```

E ... -1554.6224 a.u.
Relative energy (zero: lowest compared OMol25 entry of this formula, charge and spin) ... 0.00 kcal/mol
HOMO level ... -0.390 Ha



2.
ORCA calculation (ωB97M-V/def2-TZVPD) on 3 unconnected molecules or ions with the total composition C30H28F14N2O5S2 at a distorted geometry.

ORCA input file:
```
! wB97M-V def2-TZVPD RIJCOSX def2/J DEFGRID3
* xyz 0 1
O 0.41216 -2.94173 -2.66645
C 0.12828 -1.79781 -2.19624
C 0.63679 -0.44521 -2.94574
C 2.14767 -0.53486 -3.45463
C 2.52936 -1.26291 -4.83278
S 1.23246 -2.02050 -5.94468
C 4.00456 -1.38854 -5.34136
F 4.32071 -2.05440 -6.58090
C 5.22934 -0.84021 -4.52170
N 6.64346 -0.87913 -4.77697
S 7.39654 -0.08557 -3.45300
N 6.02157 0.30925 -2.53311
C 4.80826 -0.13000 -3.17298
C 3.32701 0.03707 -2.63250
C 3.19240 0.78324 -1.20468
C 3.76638 -0.29678 -0.11098
C 3.42054 0.30321 1.32120
F 4.09993 1.58455 1.40429
F 2.01959 0.63088 1.49998
C 3.83094 -0.58776 2.59551
F 3.93891 0.37617 3.68275
F 2.70377 -1.38031 2.95124
C 5.24154 -1.31153 2.55237
F 6.14607 -0.39320 1.88618
F 5.74586 -1.33915 3.90789
C 5.42360 -2.71480 1.86544
F 5.88033 -2.51262 0.50752
F 6.54316 -3.37010 2.50973
C 4.25223 -3.77312 1.81068
F 3.12886 -3.40720 0.98135
F 4.79427 -4.93868 1.14269
C 3.66659 -4.31976 3.20275
F 4.15919 -5.64408 3.42559
F 2.24461 -4.45715 3.03525
F 3.96686 -3.55498 4.34430
C -0.74841 -1.57460 -0.86792
C -2.29329 -1.40181 -0.81960
C -2.94965 -1.14728 0.57668
C -2.15410 -1.05783 1.92720
C -0.61124 -1.27960 1.88303
C 0.03152 -1.52988 0.48201
H -0.02178 -0.37205 -3.89953
H 0.40112 0.47363 -2.30078
H 1.22171 -3.36161 -5.51687
H 2.05687 0.93201 -1.03300
H 3.74870 1.77936 -1.17592
H 4.90955 -0.30771 -0.30615
H 3.25480 -1.28279 -0.37596
H -2.88506 -1.46387 -1.79577
H -4.09344 -1.00246 0.66532
H -2.64126 -0.83909 2.94387
H 0.06853 -1.23725 2.81449
H 1.17923 -1.66492 0.46951
O 0.00221 1.50468 -0.82772
C -0.90944 2.29414 -0.68072
O -2.17198 1.85332 -0.58927
C -3.29516 2.67101 -0.22484
C -3.86304 3.38360 -1.43509
C -0.65263 3.77482 -0.69245
H -3.03547 3.35869 0.58518
H -4.05054 1.99280 0.17774
H -3.13368 4.06498 -1.87941
H -4.75088 3.95778 -1.16132
H -4.13412 2.66098 -2.20853
H -0.62024 4.12464 -1.72601
H 0.31414 3.96043 -0.21972
H -1.38307 4.35292 -0.13092
O -6.40402 1.08003 -0.39137
C -6.97676 1.49075 0.59370
O -6.34752 2.32420 1.44456
C -6.98984 3.01529 2.52700
C -7.05071 2.14618 3.76700
C -8.35891 1.00856 0.93547
H -7.97251 3.38947 2.22708
H -6.37613 3.89502 2.73562
H -7.64526 1.24593 3.59782
H -7.48840 2.69778 4.60197
H -6.04798 1.81556 4.04876
H -8.28544 0.05941 1.46952
H -8.90986 0.85576 0.00544
H -8.94035 1.71675 1.52190
*
```

SMILES ... O=C(Cc1c(S)c(F)c2nsnc2c1CCC(F)(F)C(F)(F)C(F)(F)C(F)(F)C(F)(F)C(F)(F)F)c1ccccc1.CCOC(C)=O.CCOC(C)=O
E ... -3839.7358 a.u.
HOMO level ... -0.311 Ha



3.
ORCA calculation (ωB97M-V/def2-TZVPD) on a molecular structure, C25H17Cl2InNO3S2Te.

ORCA input file:
```
! wB97M-V def2-TZVPD RIJCOSX def2/J DEFGRID3
* xyz 1 1
In -0.15956 0.88354 1.30069
Cl 2.43735 1.06949 0.14090
C 3.14215 0.47803 1.64398
C 4.36874 1.00941 1.99699
C 4.96753 0.56778 3.16360
C 4.33093 -0.37538 3.95316
C 3.09216 -0.87456 3.58623
Cl 2.35316 -2.04177 4.62076
C 2.44933 -0.46204 2.41417
S 0.87075 -1.14610 1.97101
H 4.84550 1.74162 1.36047
H 5.93344 0.95620 3.45559
H 4.78759 -0.73152 4.86606
Te -0.30026 3.56270 2.13573
C 1.31884 4.39521 1.08817
C 1.41222 4.30899 -0.29431
C 2.49342 4.88999 -0.93687
C 3.47333 5.54482 -0.19780
C 3.37167 5.62641 1.18246
C 2.28645 5.05236 1.83544
C -1.84733 4.29379 0.92658
C -2.10984 3.79937 -0.34401
C -3.12532 4.37743 -1.09298
C -3.86234 5.43143 -0.57198
C -3.59537 5.91062 0.70300
C -2.58514 5.34121 1.46530
H 0.64797 3.81285 -0.87979
H 2.57077 4.83226 -2.01450
H 4.31561 5.99745 -0.70405
H 4.12863 6.14438 1.75619
H 2.20811 5.12716 2.91320
H -1.55863 2.96592 -0.75364
H -3.33800 3.99944 -2.08452
H -4.64975 5.88046 -1.16268
H -4.17820 6.72477 1.11241
H -2.39508 5.70738 2.46585
O -3.05525 2.54294 3.40489
S -3.42925 1.18410 3.12143
O -3.67480 0.27579 4.19036
N -2.28479 0.58955 2.06926
C -2.71656 0.63952 0.81248
O -1.84707 0.60869 -0.11831
C -4.16951 0.84231 0.66561
C -4.96301 0.74172 -0.46022
C -6.33010 0.94016 -0.30095
C -6.87074 1.23018 0.94902
C -6.06826 1.33509 2.08260
C -4.71643 1.14284 1.90498
H -4.53224 0.50290 -1.42360
H -6.98656 0.85528 -1.15627
H -7.93933 1.36980 1.04589
H -6.48896 1.55805 3.05376
*
```

E ... -3418.0681 a.u.
Relative energy (zero: lowest compared OMol25 entry of this formula, charge and spin) ... 6.08 kcal/mol
HOMO level ... -0.424 Ha



4.
ORCA calculation (ωB97M-V/def2-TZVPD) on 2 unconnected molecules or ions with the total composition C3H11NO2S at a distorted geometry.

ORCA input file:
```
! wB97M-V def2-TZVPD RIJCOSX def2/J DEFGRID3
* xyz 0 1
C 1.01101 0.08903 -1.17853
O 2.20474 0.89142 -0.99549
C 0.65321 -0.64494 0.12990
C -0.70460 -1.31408 -0.18116
S -1.61059 -2.03137 1.17608
N 0.52538 0.27196 1.25183
H 0.29125 0.87822 -1.39665
H 1.17980 -0.56591 -2.02937
H 2.96611 0.31333 -0.79328
H 1.36682 -1.42818 0.40943
H -0.58703 -2.02747 -0.99322
H -1.32849 -0.48647 -0.53367
H -1.89472 -0.86470 1.81152
H 0.67058 1.21773 0.90329
H 1.16112 0.13163 2.02291
H -1.74906 1.14698 0.38864
H -2.18395 2.35195 -0.44111
O -1.97159 2.07087 0.44888
*
```

SMILES ... N[C@H](CO)CS.O
E ... -724.2989 a.u.
Relative energy (zero: lowest compared OMol25 entry of this formula, charge and spin) ... 8.08 kcal/mol
HOMO level ... -0.331 Ha



Number 1: molar mass 368.82 g/mol. Number 2: molar mass 826.67 g/mol. Number 3: molar mass 756.87 g/mol. Number 4: molar mass 125.19 g/mol.